Formula: C7H14N3
Source: the Open Molecules 2025 dataset
Level of theory: the ωB97M-V functional and the def2-TZVPD basis

Computed properties:
F_max, eV Å⁻¹: 4.4
Electronic energy, Eh: -438.9113
HOMO-LUMO gap, eV: 7.581
E_LUMO, eV: -3.94
Total charge: +1

Element x y z (Å)
H1 -3.29 0.08 1.08
C1 2.52 0.70 -1.17
C2 -2.36 -0.40 1.27
N1 -1.00 -1.70 -0.25
H2 3.63 0.48 -1.10
H3 -2.17 1.90 -1.35
H4 1.17 -0.29 1.95
H5 2.90 0.55 1.55
H6 -2.55 -0.54 -0.86
C3 -1.26 1.82 -0.77
C4 0.25 -1.94 -0.52
H7 1.29 1.43 1.44
H8 -1.63 -2.51 -0.05
H9 0.40 -2.95 -0.63
C5 1.73 -0.05 -0.17
H10 2.32 0.47 -2.23
H11 -0.80 2.78 -0.99
N2 1.24 -1.17 -0.53
N3 -1.69 -0.43 -0.08
H12 -1.67 0.31 1.79
C6 1.78 0.44 1.27
H13 2.43 1.82 -0.93
H14 -2.43 -1.46 1.51
C7 -0.82 0.66 -0.22